Entry 1:
Computed, not measured: a single C2H5N3O molecule, with the ωB97M-V functional and the def2-TZVPD basis.

The geometry in ORCA input format:
```
! wB97M-V def2-TZVPD RIJCOSX def2/J DEFGRID3
* xyz 0 1
N 1.784 -0.593 0.389
N 1.289 -0.101 -0.823
C 0.081 0.221 -1.105
C -1.239 0.477 -0.277
N -1.172 -0.164 0.926
O -2.136 1.185 -0.674
H 1.685 0.321 1.126
H 2.750 -0.596 0.379
H -0.037 0.711 -2.055
H -2.157 -0.257 1.074
H -0.846 -1.204 1.039
*
```

Values from the calculation:
Energy relative to the best compared isomer or geometry (same formula, charge and spin), kJ/mol: 301.96
Frontier orbital gap, eV: 9.7
E, hartree: -318.6355
SMILES: N/N=C\C(N)=O
Lowest unoccupied orbital energy, Ha: 0.016
HOMO energy, eV: -9.3
Maximum force, Eh/bohr: 0.125

Entry 2:
Computed, not measured: a single C2H5N3O2 molecule, with the ωB97M-V functional and the def2-TZVPD basis.

The geometry in ORCA input format:
```
! wB97M-V def2-TZVPD RIJCOSX def2/J DEFGRID3
* xyz 0 1
C -0.942 -1.158 -0.017
C -0.486 0.282 0.021
O -1.216 1.229 -0.152
N 0.927 0.410 0.095
N 1.692 1.762 0.045
N 1.616 -0.650 0.110
O 2.834 -0.450 0.030
H -1.914 -1.118 0.402
H -0.116 -1.748 0.297
H -0.946 -1.612 -0.986
H 1.274 2.350 -0.634
H 2.583 1.450 -0.131
*
```

Values from the calculation:
Energy relative to the best compared isomer or geometry (same formula, charge and spin), kJ/mol: 501.58
Frontier orbital gap, eV: 10.1
E, hartree: -393.8282
SMILES: CC(=O)N(N)N=O
Lowest unoccupied orbital energy, Ha: -0.002
HOMO energy, eV: -10.2
Maximum force, Eh/bohr: 0.101

Entry 3:
Computed, not measured: a single C2H5N3O2 molecule, with the ωB97M-V functional and the def2-TZVPD basis.

The geometry in ORCA input format:
```
! wB97M-V def2-TZVPD RIJCOSX def2/J DEFGRID3
* xyz 0 1
N -1.070 2.194 -1.961
N -0.173 1.033 -1.511
C -0.231 0.750 -0.118
O 0.534 -0.362 0.146
C 0.261 -1.235 1.309
N 1.565 -1.772 1.533
O -0.853 -1.272 1.869
H -1.214 1.896 -3.095
H -1.984 1.846 -1.640
H -0.914 1.259 0.868
H 1.771 -2.895 1.811
H 2.308 -1.442 0.790
*
```

Values from the calculation:
Energy relative to the best compared isomer or geometry (same formula, charge and spin), kJ/mol: 528.13
Frontier orbital gap, eV: 9.5
E, hartree: -393.8181
SMILES: N/N=C/OC(N)=O
Lowest unoccupied orbital energy, Ha: 0.020
HOMO energy, eV: -9.0
Maximum force, Eh/bohr: 0.122

Entry 4:
Computed, not measured: a single C2H5N3O2S molecule, with the ωB97M-V functional and the def2-TZVPD basis.

The geometry in ORCA input format:
```
! wB97M-V def2-TZVPD RIJCOSX def2/J DEFGRID3
* xyz 0 1
C 0.483 0.758 0.619
C 0.014 -1.593 0.315
N 1.176 0.613 1.633
N -0.137 -0.350 -0.216
N 0.075 2.000 0.155
O 3.084 -1.849 0.476
O 1.661 -2.434 2.495
S 1.871 -1.754 1.248
H -0.541 -1.857 1.127
H -0.092 -2.348 -0.527
H 0.342 -0.431 -1.103
H -0.046 2.830 0.660
H -0.612 1.947 -0.621
*
```

Values from the calculation:
Energy relative to the best compared isomer or geometry (same formula, charge and spin), kJ/mol: 361.90
Frontier orbital gap (alpha / beta), eV: 8.4 / 8.4
E, hartree: -792.0274
Lowest unoccupied orbital energy (alpha / beta), Ha: -0.026 / -0.026
HOMO energy (alpha / beta), eV: -9.1 / -9.1
Maximum force, Eh/bohr: 0.073

Entry 5:
Computed, not measured: a 3-piece molecular cluster, C2H5N3O3 overall, with the ωB97M-V functional and the def2-TZVPD basis.

The geometry in ORCA input format:
```
! wB97M-V def2-TZVPD RIJCOSX def2/J DEFGRID3
* xyz 0 1
H -0.427 -1.604 -2.578
N -0.774 -0.871 -1.825
C -1.320 -1.400 -0.800
N -1.093 -2.718 -0.517
O -1.707 -3.682 -0.768
H -1.548 -0.626 -0.067
O 2.356 -3.358 -1.758
C 1.478 -3.875 -2.292
O 0.584 -4.353 -2.801
N 1.072 1.825 1.655
H 0.502 1.268 2.334
H 1.936 1.926 2.208
H 1.111 1.193 0.814
*
```

Values from the calculation:
Energy relative to the best compared isomer or geometry (same formula, charge and spin), kJ/mol: 313.73
Frontier orbital gap, eV: 8.6
E, hartree: -469.0812
SMILES: [H]/N=C\N=O.O=C=O.N
Lowest unoccupied orbital energy, Ha: -0.032
HOMO energy, eV: -9.5
Maximum force, Eh/bohr: 0.069

Entry 6:
Computed, not measured: a single C2H5N3OS molecule, with the ωB97M-V functional and the def2-TZVPD basis.

The geometry in ORCA input format:
```
! wB97M-V def2-TZVPD RIJCOSX def2/J DEFGRID3
* xyz 0 1
H 1.275 2.929 1.010
N 0.238 3.185 1.045
C -0.445 2.118 0.734
N 0.111 0.929 0.369
O 1.510 0.745 0.610
C -0.549 -0.145 -0.150
N 0.165 -1.178 -0.319
S -0.611 -2.487 -1.070
H -1.561 2.110 0.581
H 1.434 -0.377 0.882
H -1.610 0.064 -0.399
H 0.520 -3.287 -1.010
*
```

Values from the calculation:
Energy relative to the best compared isomer or geometry (same formula, charge and spin), kJ/mol: 419.19
Frontier orbital gap, eV: 9.0
E, hartree: -716.7810
SMILES: [H]/N=C\N(O)/C=N/S
Lowest unoccupied orbital energy, Ha: 0.017
HOMO energy, eV: -8.5
Maximum force, Eh/bohr: 0.092